No. 1
Formula: C40H47BBrF4O6PS3SbW
Source: OMol25
Level of theory: ωB97M-V/def2-TZVPD

Each line ends with the Mulliken charge.
Geometry (Å):
C: 0.780 -4.007 -3.696  -1.3635
C: -3.202 -4.193 -2.487  -1.2526
O: -0.844 -1.461 2.910  -0.2405
O: 1.215 -3.991 0.158  -0.5539
C: -4.212 3.643 4.360  -0.7648
H: -2.961 -2.296 -5.227  0.3216
H: -4.578 2.314 6.003  0.4069
F: -0.056 3.094 -2.409  -0.2713
S: 1.750 -1.375 -1.581  -0.6136
H: 5.520 1.973 -0.146  0.4485
Sb: -1.197 -1.879 -2.465  -0.2036
H: 3.289 1.555 4.670  0.4363
H: -1.194 -4.405 -1.680  0.4540
F: -1.444 1.340 -1.827  0.3079
H: 4.113 4.482 -3.323  0.4571
H: -4.052 -3.512 -2.423  0.3202
B: -0.825 2.082 -2.867  0.0693
H: -2.955 -4.325 -3.543  0.2835
H: 0.535 -2.005 -4.520  0.3595
H: -2.888 3.811 0.597  0.6549
H: 1.548 -3.793 -2.955  0.2563
O: 1.256 -0.501 1.152  0.9028
H: -1.690 -3.260 2.339  0.7004
C: 4.057 3.558 -2.763  -0.8973
H: 5.677 4.069 -1.455  0.4767
C: 4.931 3.326 -1.708  -0.4091
O: -0.763 1.028 1.128  -0.2550
C: 4.690 -2.087 -6.023  -0.5665
C: -0.849 -2.892 2.922  -0.0114
F: -1.735 2.400 -3.825  -0.2637
H: -2.901 0.524 2.497  0.0210
C: 3.901 1.191 -1.300  -0.1670
H: -3.723 -1.325 -3.017  0.6325
C: -0.054 -2.782 -4.041  -0.3486
H: 0.529 -0.228 3.836  -0.3700
F: 0.738 1.057 -0.831  -0.2450
H: 1.699 4.168 0.784  0.3682
H: 5.879 -2.604 -4.312  0.4413
H: 2.179 -2.466 3.608  0.6391
C: 3.851 2.660 2.919  -0.6237
H: -2.761 0.112 -3.307  0.2873
C: -3.270 2.642 2.378  0.2457
H: -0.611 4.343 2.284  0.6796
C: 2.734 -0.758 -5.587  -0.2752
H: 0.840 -2.378 5.554  0.3988
H: -3.124 2.091 0.271  0.2928
H: -3.532 -5.162 -2.110  0.3930
C: 3.053 1.414 -2.379  0.9067
H: -3.743 4.727 2.572  0.3966
H: 4.104 3.835 1.141  0.6206
S: -0.931 2.550 0.838  0.9630
H: -1.914 -0.894 -5.483  0.2501
H: -3.741 0.321 4.798  0.4782
H: -4.583 4.517 4.879  0.4045
C: 4.177 -1.429 -3.771  -0.5703
C: -2.016 -3.690 -1.672  -0.2022
H: 3.328 -1.411 -7.537  0.4479
C: 0.544 -3.237 2.349  0.0182
H: -0.644 -1.430 5.656  0.3567
C: 2.042 3.596 1.639  -0.3138
H: -0.927 2.847 3.183  0.4041
O: 3.291 -1.085 1.832  -0.6468
C: 2.106 -1.211 1.924  -0.6824
H: -0.439 -4.206 4.627  0.3369
H: 4.911 2.506 3.067  0.4127
H: 2.440 2.772 -3.933  0.4444
Br: -2.701 -0.742 -0.027  -0.3997
C: 3.400 3.402 1.837  -0.6297
C: 3.563 -1.420 -6.481  -0.7945
C: -3.739 3.760 3.061  -0.3128
C: 0.320 -1.287 3.725  0.3447
C: 1.582 2.331 3.630  -0.2352
H: -0.850 -3.052 -4.741  0.6466
H: 3.819 0.285 -0.709  0.2317
C: -3.274 1.400 3.012  0.5796
W: -0.147 -0.460 -0.151  0.0604
O: -0.249 -2.316 0.290  1.1608
C: 1.127 3.063 2.540  0.1543
C: -4.210 2.407 4.989  -0.4698
C: -2.832 -1.236 -5.003  -1.3460
H: 0.169 -4.827 -3.320  0.3698
C: 2.941 2.124 3.818  -0.6953
C: 3.119 2.599 -3.108  -0.5982
C: -0.039 -2.054 5.000  -0.8754
H: 5.334 -2.602 -6.723  0.4247
H: 0.869 1.945 4.349  0.5207
H: 1.276 -4.363 -4.601  0.4389
S: 0.345 0.722 -3.974  -0.3597
P: 2.014 0.088 -3.008  0.8888
H: -1.890 -3.219 4.792  0.3780
C: -0.348 3.285 2.371  -1.2121
C: 1.406 -2.074 2.951  0.4628
H: -3.661 -0.701 -5.468  0.4149
C: -2.823 -0.953 -3.507  -0.3475
C: 0.578 -3.251 0.844  -1.1236
H: -2.290 -3.511 -0.636  0.1757
C: 4.997 -2.089 -4.669  -0.8279
C: -2.723 2.805 0.991  -1.0869
H: 4.426 -1.428 -2.716  0.4189
H: 0.915 -4.205 2.680  0.6601
H: 1.860 -0.233 -5.949  0.4586
C: -0.869 -3.228 4.417  -1.0623
C: 3.036 -0.767 -4.230  0.7280
C: 4.848 2.150 -0.977  -0.8575
C: -3.740 1.289 4.313  -0.8679

Summary:
DFT total energy in eV: -186278.306
Highest occupied orbital energy in eV: -11.201
Charge: +1
Multiplicity: 1
Energy relative to the best compared isomer or geometry (same formula, charge and spin) in eV: 0.000
Orbital gap in eV: 7.03

***

No. 2
Formula: C40H47Cl3F12GeN6O2PRe
Source: OMol25
Level of theory: ωB97M-V/def2-TZVPD

Each line ends with the Mulliken charge.
Geometry (Å):
H: 5.437 4.152 -0.975  0.3970
Cl: -5.651 -0.118 -2.315  -0.1547
H: -4.080 -3.713 3.255  0.5208
C: -3.142 -3.231 3.531  -0.8294
H: -2.159 0.649 -5.521  0.7228
N: 0.015 1.354 -1.476  1.3029
H: -3.272 3.945 3.759  0.5864
H: -1.949 -4.597 -1.811  0.5521
C: -0.693 -0.805 -5.068  0.1393
C: -3.076 -1.935 2.745  0.0817
H: 5.474 -0.128 2.692  0.4074
O: -0.504 2.668 0.753  -0.9457
H: 3.589 2.824 -3.840  0.5182
H: -2.333 -3.914 3.252  0.2998
N: 0.525 -2.887 -0.234  0.7050
F: -0.718 5.081 1.458  -0.1806
C: 0.435 4.878 0.822  0.4649
Ge: -4.219 1.010 -1.339  0.8632
C: 1.441 2.880 2.060  -0.0583
F: -0.537 3.580 -3.916  -0.2468
F: 0.761 3.328 3.114  -0.2995
H: -2.525 0.064 5.413  0.3732
H: 4.183 1.297 0.858  0.2890
H: 3.103 4.319 0.148  0.7204
C: 1.631 -3.424 -1.076  0.0390
C: -3.525 2.272 -4.172  0.1362
C: 0.227 -1.237 -4.126  -0.9755
H: -3.043 -2.093 1.670  -0.2337
C: -1.345 1.018 -3.563  -0.2478
H: -3.134 2.444 5.766  0.5091
F: 2.705 3.252 2.151  -0.2627
F: 0.349 5.424 -0.384  -0.2300
H: -1.916 -1.957 -6.413  0.3623
C: -2.598 2.408 2.443  -0.3769
C: 3.042 2.845 -2.904  -1.3189
Cl: -2.787 -0.577 -0.633  -0.2147
P: 0.751 -1.999 1.135  -1.0442
C: -0.746 -3.663 -0.289  0.1480
C: 2.757 3.665 -0.642  -0.3696
F: -3.178 2.809 -5.324  -0.2161
H: 2.590 -3.197 -0.616  0.2995
H: -3.296 -3.810 5.615  0.4484
O: -2.829 1.929 -1.860  -0.4057
H: -0.278 -0.941 4.553  0.3129
H: 0.298 -5.281 -3.097  0.3734
H: -0.418 -2.480 3.728  0.5014
C: -0.907 -1.541 -6.369  -1.7437
C: 3.140 -2.079 2.303  -0.8013
C: 1.454 -4.923 -1.287  -1.0623
C: -2.192 0.335 3.324  -0.2143
F: -4.053 1.059 -4.393  -0.1672
C: 1.577 3.006 -0.492  -0.4285
H: 2.954 -1.527 3.231  0.3382
C: -2.958 2.911 3.674  -1.1431
C: -1.458 0.324 -4.766  -0.3846
H: -0.717 -4.518 0.400  0.2469
C: -2.898 2.080 4.771  -1.0024
H: 5.450 3.976 -2.747  0.4365
N: -0.076 -0.518 0.687  1.1702
H: 1.479 -5.428 -0.319  0.3391
H: 3.478 -0.749 -0.411  0.5347
C: 3.846 0.389 1.369  -0.8143
H: -3.945 -1.327 2.983  0.4146
H: 1.618 -2.924 -2.055  -0.0662
C: -0.339 0.605 -2.682  -0.5851
H: 2.306 -5.289 -1.858  0.3874
H: 4.681 5.371 -1.982  0.3360
H: 5.195 -2.456 2.713  0.4475
C: 5.039 -0.498 1.763  -0.8142
C: 0.129 -5.234 -2.020  -0.7264
H: -1.091 -3.109 5.791  0.4329
H: 2.864 -3.119 2.476  0.6149
C: -3.107 -2.915 5.027  -0.5388
F: 1.410 1.532 2.104  0.0042
H: 1.506 1.623 -3.653  0.5505
H: -3.917 -2.214 5.252  0.3085
N: -1.835 -1.085 3.119  2.7664
N: 2.318 -1.538 1.175  0.8443
C: 0.413 -0.523 -2.956  0.0723
C: -0.982 -1.707 4.239  -0.5576
C: 4.611 -1.974 1.931  -0.9067
C: 4.859 4.292 -1.891  -1.5402
H: 2.112 0.255 0.068  -0.3622
F: -2.424 4.556 -3.531  -0.2819
F: -1.237 3.859 -1.885  -0.1291
C: 3.554 3.576 -1.815  0.0720
Re: -0.939 0.894 0.253  0.2009
C: -2.316 2.158 -3.185  1.4655
H: -0.876 -3.329 -2.400  -0.1559
H: -0.231 -6.216 -1.714  0.3169
H: -2.632 3.053 1.582  0.6687
Cl: -5.001 2.191 0.183  -0.2033
C: 0.735 3.330 0.733  1.2166
H: -1.844 -1.613 6.243  0.4745
C: 2.907 -0.379 0.451  0.1922
H: -0.804 -0.865 -7.221  0.4063
N: -2.184 1.132 2.241  0.0632
C: 1.107 2.149 -1.568  1.7970
H: -0.198 -2.358 -6.491  0.4075
H: 4.790 -2.535 1.011  0.2574
H: 5.816 -0.429 1.000  0.3579
C: -2.534 0.754 4.583  -0.1698
C: 1.870 2.169 -2.797  -0.8632
H: -1.215 -1.088 2.308  -1.8838
F: 1.412 5.488 1.494  -0.2348
H: -1.577 -3.022 0.016  -0.2831
H: 0.835 -2.113 -4.329  0.4377
F: -4.500 2.995 -3.602  -0.2517
H: 3.299 0.706 2.261  0.1227
C: -1.620 3.580 -3.138  0.5783
H: 1.176 -0.821 -2.241  0.1725
C: -0.947 -4.176 -1.708  -0.6222
C: -1.743 -2.317 5.419  -0.9789

Summary:
DFT total energy in eV: -193371.102
Highest occupied orbital energy (alpha / beta) in eV: -15.601 / -15.592
Charge: +3
Multiplicity: 2
Energy relative to the best compared isomer or geometry (same formula, charge and spin) in eV: 0.000
Orbital gap (alpha / beta) in eV: 6.88 / 5.39